The following is a quantum chemistry calculation of one molecule with the formula C12H11NO2 at a distorted geometry, from the Open Molecules 2025 dataset.

The value obtained for the LUMO energy is 0.53 eV. The net charge is 0. For the energy above the lowest of the compared OMol25 structures with the same formula, charge and spin, the calculation gives 52.6 kcal/mol. The HOMO energy is -0.3130 Ha. The largest force on an atom comes out at 5.3 eV Å⁻¹.

CARTESIAN COORDINATES (ANGSTROEM)
O1 3.39 -2.44 0.36
C1 2.20 -1.78 0.24
C2 2.25 -0.26 -0.04
C3 3.16 0.80 0.20
C4 2.89 2.16 -0.02
N1 1.68 2.64 -0.33
C5 0.72 1.67 -0.63
C6 0.99 0.27 -0.52
O2 -0.02 -0.57 -0.73
C7 -1.29 -0.38 -0.23
C8 -2.33 -0.73 -1.10
C9 -3.61 -0.44 -0.82
C10 -3.98 0.12 0.40
C11 -3.03 0.59 1.27
C12 -1.70 0.21 1.01
H1 3.82 -2.88 -0.52
H2 1.65 -2.17 -0.59
H3 1.76 -2.05 1.15
H4 4.07 0.46 0.89
H5 3.69 2.85 0.08
H6 -0.21 2.04 -1.09
H7 -1.99 -0.78 -2.23
H8 -4.35 -0.85 -1.47
H9 -5.16 0.17 0.68
H10 -3.58 0.91 2.24
H11 -1.01 0.46 1.81